Entry 1:
ORCA calculation (ωB97M-V with the def2-TZVPD basis set) on a cluster of 2 separate species, C4H14N2OS in total.

Values from the calculation:
E, eV: -20237.708
HOMO energy, eV: -8.91
SMILES: NCCNCCS.O

The geometry in ORCA input format:
```
! RIJCOSX wB97M-V def2-TZVPD def2/J DEFGRID3
* xyz 0 1
C 1.922 0.984 -0.199
N 1.152 -0.234 -0.389
C 0.638 -0.527 -1.715
C -0.737 -1.177 -1.609
S -2.056 -0.029 -1.108
C 1.279 1.848 0.859
N 1.338 1.147 2.154
H 2.035 1.544 -1.121
H 2.929 0.782 0.146
H 1.682 -1.030 -0.066
H 0.526 0.378 -2.302
H 1.242 -1.215 -2.310
H -0.741 -2.016 -0.916
H -1.052 -1.522 -2.595
H -1.383 0.536 -0.100
H 0.248 2.113 0.569
H 1.800 2.792 0.970
H 0.920 1.737 2.865
H 0.690 0.355 2.116
H -1.587 -1.375 1.819
H -0.459 -2.223 2.502
O -0.979 -1.413 2.578
*
```

***

Entry 2:
ORCA calculation (ωB97M-V with the def2-TZVPD basis set) on the ion C4H14N2P with charge +1.

Values from the calculation:
E, eV: -16636.954
HOMO energy, eV: -13.53
SMILES: CCCP(N)C[NH3+]

The geometry in ORCA input format:
```
! RIJCOSX wB97M-V def2-TZVPD def2/J DEFGRID3
* xyz 1 1
C -2.165 -1.214 1.631
C -0.619 -1.458 1.534
C 0.113 -0.125 1.179
C 0.264 0.391 -1.616
N 2.052 1.501 0.017
N 1.374 0.797 -2.549
P 1.344 -0.151 -0.071
H -2.478 -0.992 0.651
H -2.901 -1.901 1.901
H -2.288 -0.285 2.183
H -0.217 -1.727 2.504
H -0.372 -2.261 0.851
H -0.694 0.571 0.933
H 0.634 0.144 2.109
H -0.393 -0.483 -1.877
H -0.230 1.241 -1.282
H 2.854 1.299 0.610
H 1.499 2.191 0.455
H 1.891 1.456 -1.923
H 2.034 0.067 -2.932
H 0.979 1.208 -3.415
*
```

***

Entry 3:
ORCA calculation (ωB97M-V with the def2-TZVPD basis set) on a cluster of 2 separate species, C4H14N2S in total.

Values from the calculation:
E, eV: -18189.931
HOMO energy, eV: -7.95
SMILES: NCCN.CCS

The geometry in ORCA input format:
```
! RIJCOSX wB97M-V def2-TZVPD def2/J DEFGRID3
* xyz 0 1
N -0.138 0.494 -1.433
C 0.380 -0.876 -1.706
C 1.810 -0.986 -1.239
N 2.391 -2.252 -1.721
H -0.338 0.305 0.099
H 0.532 1.152 -1.816
H -1.010 0.656 -1.914
H -0.287 -1.579 -1.208
H 0.334 -1.072 -2.778
H 2.398 -0.153 -1.636
H 1.879 -0.899 -0.153
H 3.388 -2.168 -1.847
H 2.264 -2.943 -0.994
C -1.959 2.331 1.182
C -1.067 1.492 2.078
S -0.724 -0.194 1.459
H -2.985 1.968 1.192
H -1.574 2.338 0.165
H -1.934 3.384 1.484
H -1.503 1.349 3.067
H -0.096 1.970 2.213
*
```

***

Entry 4:
ORCA calculation (ωB97M-V with the def2-TZVPD basis set) on a cluster of 2 separate species, C4H14N3 in total.

Values from the calculation:
E, eV: -8839.111
HOMO energy, eV: -14.86

The geometry in ORCA input format:
```
! RIJCOSX wB97M-V def2-TZVPD def2/J DEFGRID3
* xyz 1 1
C -2.116 -0.160 -1.628
C 0.312 -0.394 -1.259
N -0.729 0.152 -1.880
N 0.139 -1.492 -0.492
N 1.557 0.067 -1.528
H -0.583 0.927 -2.518
H -0.595 -1.665 0.166
H 0.883 -2.184 -0.621
H 2.262 0.008 -0.810
H 1.914 0.123 -2.465
H -2.598 0.583 -1.008
H -2.118 -1.070 -0.994
H -2.748 -0.384 -2.467
C -0.124 0.944 1.953
C 1.302 0.448 2.364
H -0.692 1.277 2.809
H -0.046 1.745 1.235
H -0.690 0.095 1.549
H 1.781 1.374 2.655
H 1.821 -0.226 1.700
H 1.068 -0.167 3.239
*
```

***

Entry 5:
ORCA calculation (ωB97M-V with the def2-TZVPD basis set) on a cluster of 2 separate species, C4H14N3 in total.

Values from the calculation:
E, eV: -8839.562
HOMO energy, eV: -14.85

The geometry in ORCA input format:
```
! RIJCOSX wB97M-V def2-TZVPD def2/J DEFGRID3
* xyz 1 1
C -0.556 2.440 1.904
C -1.921 1.754 1.845
H -0.564 3.315 2.560
H 0.183 1.785 2.356
H -0.186 2.851 0.963
H -2.721 2.482 1.769
H -1.989 1.197 0.901
H -2.065 1.017 2.628
C 1.158 -0.301 0.956
C 0.386 -1.085 -1.286
N 0.181 -0.529 -0.109
N 1.532 -1.780 -1.519
N -0.536 -0.989 -2.245
H -0.632 0.071 -0.033
H 1.758 -2.573 -0.939
H 1.775 -1.819 -2.499
H -1.307 -0.346 -2.215
H -0.463 -1.667 -2.986
H 0.783 -0.634 1.914
H 1.430 0.743 0.937
H 2.022 -0.941 0.791
*
```

***

Entry 6:
ORCA calculation (ωB97M-V with the def2-TZVPD basis set) on a cluster of 2 separate species, C4H14N3 in total.

Values from the calculation:
E, eV: -8838.955
HOMO energy, eV: -12.42

The geometry in ORCA input format:
```
! RIJCOSX wB97M-V def2-TZVPD def2/J DEFGRID3
* xyz 1 1
N 1.309 -2.113 1.825
C 0.977 -1.504 0.709
N 1.830 -0.992 -0.131
H 2.237 -2.032 2.216
H 0.596 -2.498 2.426
H -0.078 -1.430 0.490
H 1.435 -0.448 -0.879
H 2.816 -0.936 0.061
C -0.206 1.369 -1.694
N -0.756 0.873 -0.427
C -1.005 2.023 0.458
C -1.974 0.103 -0.631
H 0.883 1.463 -1.648
H -0.635 2.326 -1.997
H -0.426 0.649 -2.487
H -1.418 1.654 1.399
H -0.058 2.515 0.666
H -1.730 2.727 0.039
H -2.363 -0.225 0.334
H -1.716 -0.778 -1.231
H -2.779 0.610 -1.179
*
```

***

Entry 7:
ORCA calculation (ωB97M-V with the def2-TZVPD basis set) on a cluster of 2 separate species, C4H14N3 in total.

Values from the calculation:
E, eV: -8834.788
HOMO energy, eV: -13.58

The geometry in ORCA input format:
```
! RIJCOSX wB97M-V def2-TZVPD def2/J DEFGRID3
* xyz 1 1
C -2.873 -0.743 -0.599
C 2.227 -0.802 0.109
C -3.323 0.458 -0.900
C 0.193 -0.052 1.414
N 0.351 0.279 -0.897
N 1.873 1.457 0.425
N 1.193 0.219 0.329
H -2.078 -1.273 -1.251
H -3.073 -1.064 0.353
H 0.634 0.358 2.402
H 1.936 -1.700 0.582
H 2.364 -1.034 -0.963
H 3.200 -0.400 0.534
H -3.185 1.037 -1.886
H -3.911 0.967 -0.107
H -0.027 -1.173 1.443
H -0.759 0.498 1.208
H -0.365 -0.377 -0.867
H 1.001 0.501 -1.713
H 1.260 2.192 0.705
H 2.453 1.367 1.337
*
```

***

Entry 8:
ORCA calculation (ωB97M-V with the def2-TZVPD basis set) on a cluster of 2 separate species, C4H14N3 in total.

Values from the calculation:
E, eV: -8839.320
HOMO energy, eV: -13.03

The geometry in ORCA input format:
```
! RIJCOSX wB97M-V def2-TZVPD def2/J DEFGRID3
* xyz 1 1
C 1.023 0.664 -3.030
C 1.592 0.005 -1.750
N 1.435 0.983 -0.598
H 1.016 -0.019 -3.897
H 0.004 1.032 -2.870
H 1.674 1.532 -3.305
H 1.046 -0.869 -1.427
H 2.659 -0.264 -1.854
H 1.711 1.906 -0.957
H 2.112 0.884 0.129
H 0.432 1.017 -0.156
C -1.629 -1.836 2.902
N -0.997 -0.866 1.995
C -1.561 0.206 1.421
N -0.955 0.966 0.568
H -1.051 -1.922 3.852
H -2.659 -1.532 3.148
H -1.585 -2.781 2.415
H -0.163 -1.254 1.564
H -2.591 0.459 1.695
H -1.512 1.690 0.153
*
```

***

Entry 9:
ORCA calculation (ωB97M-V with the def2-TZVPD basis set) on a cluster of 2 separate species, C4H14N3O in total.

Values from the calculation:
E, eV: -10886.323
HOMO energy, eV: -11.00

The geometry in ORCA input format:
```
! RIJCOSX wB97M-V def2-TZVPD def2/J DEFGRID3
* xyz 1 1
C 0.871 1.595 -1.079
C 1.650 0.352 -0.606
C 0.818 -0.493 0.322
C 0.280 -1.646 -0.132
N -0.409 -2.516 0.643
N 0.840 -0.251 1.726
N -0.481 1.183 -1.549
H 1.444 2.059 -1.867
H 0.719 2.279 -0.248
H 2.057 -0.203 -1.447
H 2.565 0.766 -0.173
H 0.474 -1.984 -1.131
H -0.759 -3.383 0.281
H -0.577 -2.345 1.618
H -0.012 0.136 2.107
H 1.670 0.192 2.086
H -1.213 1.869 -1.740
H -0.459 0.484 -2.293
H -0.822 0.649 -0.735
H -2.987 1.604 0.113
H -3.108 0.703 1.359
O -2.490 1.030 0.701
*
```

***

Entry 10:
ORCA calculation (ωB97M-V with the def2-TZVPD basis set) on a cluster of 2 separate species, C4H14N3O in total.

Values from the calculation:
E, eV: -10874.013
HOMO energy (alpha / beta), eV: -18.82 / -18.82

The geometry in ORCA input format:
```
! RIJCOSX wB97M-V def2-TZVPD def2/J DEFGRID3
* xyz 2 2
C -0.399 -0.087 -1.852
C 0.904 -0.337 -1.119
C 1.401 0.896 -0.250
N 1.880 1.668 2.466
C 0.670 1.229 2.106
N 0.348 0.962 0.854
N -1.642 -0.127 -0.954
H -0.414 -0.763 -2.700
H -0.306 0.896 -2.329
H 1.579 -0.697 -1.899
H 0.847 -1.246 -0.507
H 1.381 1.842 -0.747
H 2.327 0.584 0.257
H 2.098 2.049 3.379
H 2.667 1.215 2.015
H -0.131 1.130 2.856
H -2.465 0.328 -1.358
H -1.395 0.263 0.025
H -1.847 -1.130 -0.758
H -2.813 -3.228 -0.554
H -2.177 -2.847 0.963
O -2.514 -2.599 0.106
*
```

***

Entry 11:
ORCA calculation (ωB97M-V with the def2-TZVPD basis set) on a cluster of 2 separate species, C4H14N3OS in total.

Values from the calculation:
E, eV: -21726.769
HOMO energy, eV: -2.54

The geometry in ORCA input format:
```
! RIJCOSX wB97M-V def2-TZVPD def2/J DEFGRID3
* xyz -1 1
C -1.423 0.194 -0.244
N -1.517 -0.372 1.137
C -0.279 -0.058 1.871
N -0.272 1.319 2.464
C -0.210 -0.347 -1.025
C 0.160 -1.762 -1.455
S -0.425 -3.100 -0.531
N -0.181 0.598 -2.238
H -2.353 -0.387 -0.725
H -1.282 1.269 -0.237
H -1.609 -1.461 0.955
H -0.333 -0.798 2.752
H 0.675 -0.374 1.489
H -1.008 1.392 3.140
H -0.455 1.963 1.747
H 0.693 0.004 -0.285
H 1.251 -1.976 -1.348
H 0.015 -2.078 -2.571
H -0.954 0.556 -2.776
H 0.647 0.378 -2.861
H 2.437 1.134 0.439
H 3.149 2.412 0.045
O 3.274 1.493 0.257
*
```

***

Entry 12:
ORCA calculation (ωB97M-V with the def2-TZVPD basis set) on an isolated molecule of C4H14N3P.

Values from the calculation:
E, eV: -18132.931
HOMO energy, eV: -8.66
SMILES: CN=P(C)(NC)NC

The geometry in ORCA input format:
```
! RIJCOSX wB97M-V def2-TZVPD def2/J DEFGRID3
* xyz 0 1
C 0.067 -2.614 0.224
C -2.570 0.543 -0.666
C 2.608 0.194 -0.885
C -0.113 1.136 1.868
N -0.127 -1.254 0.745
N -1.171 0.979 -0.794
N 1.321 0.787 -0.647
P 0.006 0.174 0.237
H 0.872 -3.034 0.786
H 0.215 -2.703 -0.907
H -0.820 -3.083 0.463
H -2.600 -0.587 -0.310
H -3.155 1.122 0.036
H -3.021 0.624 -1.687
H 2.726 -0.208 -1.885
H 3.310 0.882 -0.830
H 2.732 -0.598 -0.225
H 0.412 2.017 1.752
H -1.135 1.478 2.123
H 0.257 0.489 2.675
H -0.914 1.898 -1.137
H 1.099 1.760 -0.937
*
```

***

Entry 13:
ORCA calculation (ωB97M-V with the def2-TZVPD basis set) on an isolated molecule of C4H14N3PS.

Values from the calculation:
E, eV: -28968.351
HOMO energy, eV: -7.99
SMILES: CC(C)N(C)P(N)(N)=S

The geometry in ORCA input format:
```
! RIJCOSX wB97M-V def2-TZVPD def2/J DEFGRID3
* xyz 0 1
C -1.826 -0.161 -1.315
C -1.769 -1.671 0.641
C -0.010 0.287 1.762
C -0.828 -0.760 -0.320
N 1.718 0.687 -1.853
N 2.579 1.855 0.306
N -0.183 0.245 0.380
P 1.944 0.355 -0.247
S 3.109 -1.098 0.321
H -2.836 -0.044 -0.959
H -1.505 0.805 -1.698
H -1.963 -0.873 -2.211
H -1.023 -2.123 1.371
H -2.209 -2.437 -0.051
H -2.563 -0.952 0.924
H -0.777 0.991 2.283
H -0.244 -0.585 2.286
H 0.990 0.770 2.048
H -0.087 -1.251 -0.940
H 1.129 1.600 -1.975
H 1.354 -0.046 -2.359
H 2.019 2.666 0.320
H 2.982 1.737 1.287
*
```

***

Entry 14:
ORCA calculation (ωB97M-V with the def2-TZVPD basis set) on a cluster of 2 separate species, C4H14N3S in total.

Values from the calculation:
E, eV: -19673.586
HOMO energy, eV: -11.29

The geometry in ORCA input format:
```
! RIJCOSX wB97M-V def2-TZVPD def2/J DEFGRID3
* xyz 1 1
C -2.300 -0.544 1.610
C -0.150 0.696 1.852
N -0.985 -0.258 2.279
N -0.579 1.764 1.168
N 1.239 0.665 2.236
H -0.700 -0.838 3.103
H -1.648 1.875 1.294
H 0.043 2.563 1.041
H 1.535 -0.256 2.310
H 1.847 1.251 1.662
H -3.000 -1.088 2.185
H -2.277 -1.329 0.748
H -2.828 0.357 1.220
C 0.710 -0.163 -1.263
C 1.442 -1.041 -3.739
S 1.018 -1.715 -2.133
H 1.381 0.579 -1.820
H -0.354 0.218 -1.292
H 1.058 -0.316 -0.248
H 1.517 0.060 -3.641
H 0.665 -1.182 -4.531
H 2.364 -1.299 -4.043
*
```

***

Entry 15:
ORCA calculation (ωB97M-V with the def2-TZVPD basis set) on an isolated molecule of C4H14N4.

Values from the calculation:
E, eV: -10334.132
HOMO energy, eV: -8.65
SMILES: NCCNCC(N)N

The geometry in ORCA input format:
```
! RIJCOSX wB97M-V def2-TZVPD def2/J DEFGRID3
* xyz 0 1
N 1.222 -2.453 -0.030
N 0.680 0.509 0.088
N -1.885 0.312 -1.605
N -1.346 2.216 -1.115
C 1.436 -1.675 1.223
C 1.691 -0.182 0.936
C -0.712 0.598 0.601
C -1.763 1.083 -0.410
H 2.090 -2.531 -0.542
H 0.569 -1.933 -0.615
H 1.021 1.413 -0.231
H -2.226 -0.649 -1.422
H -0.941 0.251 -1.997
H -0.512 1.977 -1.634
H -2.059 2.475 -1.772
H 0.563 -1.695 1.914
H 2.268 -2.172 1.804
H 1.722 0.390 1.875
H 2.676 -0.037 0.454
H -1.024 -0.403 0.926
H -0.770 1.292 1.456
H -2.700 1.213 0.095
*
```

***

Entry 16:
ORCA calculation (ωB97M-V with the def2-TZVPD basis set) on a cluster of 2 separate species, C4H14N4 in total.

Values from the calculation:
E, eV: -10334.226
HOMO energy, eV: -8.72
SMILES: C/N=C\N.CNCN

The geometry in ORCA input format:
```
! RIJCOSX wB97M-V def2-TZVPD def2/J DEFGRID3
* xyz 0 1
C -0.947 -0.802 1.363
N -1.939 1.764 1.856
C -2.729 0.637 1.798
N -2.382 -0.482 1.300
H -0.401 -0.324 0.543
H -0.794 -1.877 1.280
H -0.554 -0.393 2.305
H -2.365 2.665 1.949
H -0.942 1.714 1.769
H -3.753 0.747 2.157
C 1.563 1.277 -1.122
N 2.280 0.278 -1.951
C 1.530 -0.980 -2.031
N 1.915 -1.931 -0.987
H 2.164 2.191 -1.158
H 0.562 1.467 -1.516
H 1.616 0.880 -0.114
H 2.401 0.636 -2.890
H 1.852 -1.447 -2.968
H 0.453 -0.797 -2.032
H 2.888 -1.746 -0.767
H 1.401 -1.843 -0.120
*
```

***

Entry 17:
ORCA calculation (ωB97M-V with the def2-TZVPD basis set) on a cluster of 3 separate species, C4H14NO in total.

Values from the calculation:
E, eV: -7898.993
HOMO energy, eV: -14.76

The geometry in ORCA input format:
```
! RIJCOSX wB97M-V def2-TZVPD def2/J DEFGRID3
* xyz 1 1
C 1.530 2.263 -1.023
C 0.099 2.813 -0.811
N -1.580 -1.002 0.817
C -1.030 -2.282 1.061
C -0.045 -2.777 -0.029
H 1.504 1.536 -1.824
H 2.208 3.085 -1.251
H 1.796 1.880 -0.016
H -0.071 3.018 0.241
H -0.652 2.136 -1.225
H -0.112 3.721 -1.382
H -0.853 -0.187 0.704
H -0.534 -2.179 2.032
H -1.836 -3.021 1.174
H 0.635 -3.535 0.357
H 0.552 -1.941 -0.397
H -0.520 -3.191 -0.917
H -2.214 -0.985 0.008
H 0.662 0.410 1.709
O 0.461 0.236 0.771
*
```

***

Entry 18:
ORCA calculation (ωB97M-V with the def2-TZVPD basis set) on a cluster of 2 separate species, C4H14NO in total.

Values from the calculation:
E, eV: -7905.760
HOMO energy, eV: -15.70

The geometry in ORCA input format:
```
! RIJCOSX wB97M-V def2-TZVPD def2/J DEFGRID3
* xyz 1 1
C -1.445 0.505 -1.364
C -0.448 0.651 -0.200
N -0.341 -0.786 0.435
C -0.118 -1.909 -0.613
C -0.896 1.657 0.790
H -2.408 0.144 -0.964
H -1.876 1.431 -1.778
H -1.108 0.012 -2.263
H 0.540 0.682 -0.671
H -1.267 -0.981 0.808
H 0.416 -0.889 1.108
H 0.330 -1.406 -1.454
H -1.068 -2.416 -0.705
H 0.602 -2.635 -0.241
H -1.867 1.307 1.166
H -0.308 1.695 1.711
H -0.712 2.631 0.332
H 2.995 -0.819 0.942
H 3.513 0.539 0.910
O 2.716 0.061 0.682
*
```

***

Entry 19:
ORCA calculation (ωB97M-V with the def2-TZVPD basis set) on a cluster of 2 separate species, C4H14NO in total.

Values from the calculation:
E, eV: -7905.907
HOMO energy, eV: -15.78

The geometry in ORCA input format:
```
! RIJCOSX wB97M-V def2-TZVPD def2/J DEFGRID3
* xyz 1 1
C -1.282 0.120 1.134
C -0.285 -0.891 0.560
N 0.671 -0.199 -0.222
C 2.117 0.008 0.366
C -1.034 -1.873 -0.433
H -1.902 0.423 0.306
H -1.940 -0.340 1.906
H -0.705 0.991 1.504
H 0.324 -1.336 1.431
H 0.303 0.746 -0.464
H 0.816 -0.612 -1.119
H 1.945 0.069 1.455
H 2.498 0.955 -0.054
H 2.758 -0.841 0.126
H -1.557 -1.321 -1.172
H -0.362 -2.596 -0.796
H -1.753 -2.400 0.109
H -0.503 3.425 -0.959
H -0.067 2.954 -2.346
O -0.044 2.717 -1.329
*
```

***

Entry 20:
ORCA calculation (ωB97M-V with the def2-TZVPD basis set) on a cluster of 2 separate species, C4H14NO in total.

Values from the calculation:
E, eV: -7887.795
HOMO energy (alpha / beta), eV: -20.67 / -20.44

The geometry in ORCA input format:
```
! RIJCOSX wB97M-V def2-TZVPD def2/J DEFGRID3
* xyz 2 2
C -2.305 0.521 -1.051
C -1.227 0.060 -0.142
N 0.075 -0.451 -0.835
C 1.347 0.405 -0.383
C 2.524 -0.712 -0.128
H -3.245 0.477 -0.453
H -2.576 -0.214 -1.950
H -1.990 1.444 -1.473
H -1.109 0.887 0.684
H -1.679 -0.893 0.228
H 0.115 -0.543 -1.758
H 0.096 -1.468 -0.492
H 0.990 0.834 0.622
H 1.542 1.095 -1.082
H 3.138 -1.146 -0.831
H 2.932 -0.679 0.812
H 1.925 -1.582 0.083
H 0.106 1.250 3.211
H -0.285 -0.125 2.417
O -0.373 0.841 2.520
*
```